Computed, not measured: a structure of composition C27H46Br6Cl6F9FeNO11S3 at a distorted geometry, with the ωB97M-V functional and the def2-TZVPD basis.

```
! wB97M-V def2-TZVPD RIJCOSX def2/J DEFGRID3
* xyz 0 5
Fe -3.187 -21.533 17.669
C -0.034 -19.395 15.214
F -0.834 -18.462 15.667
F -0.558 -19.769 13.991
F 1.196 -18.889 15.061
S -0.171 -20.765 16.450
O 0.306 -21.969 15.757
O 0.661 -20.402 17.575
O -1.552 -20.955 16.869
C -7.382 -21.301 16.941
F -8.466 -21.695 17.604
F -7.091 -22.254 16.011
F -7.567 -20.167 16.246
S -5.937 -21.231 18.259
O -6.441 -20.959 19.598
O -5.210 -22.525 18.166
N -4.639 -20.217 17.580
S -5.202 -18.678 17.854
O -6.633 -18.540 17.989
O -4.328 -17.968 18.802
C -4.821 -17.873 16.128
F -4.950 -16.549 16.202
F -3.585 -18.209 15.799
F -5.666 -18.385 15.210
C -1.218 -15.055 15.466
Cl -0.358 -13.875 14.568
Cl -2.381 -15.966 14.410
Cl -2.145 -14.326 16.830
H -0.445 -15.748 15.797
C -11.276 -23.501 17.015
Cl -12.189 -22.003 16.514
Cl -12.078 -24.930 16.465
Cl -11.123 -23.570 18.755
H -10.239 -23.361 16.711
C -2.762 -23.027 13.953
C -3.783 -22.062 13.515
C -4.092 -21.426 14.880
O -3.795 -22.426 15.886
C -3.289 -23.610 15.271
H -1.815 -22.497 14.053
H -2.805 -23.794 13.180
H -4.701 -22.454 13.079
H -3.257 -21.399 12.829
H -5.170 -21.259 14.886
H -3.439 -20.605 15.174
H -4.105 -24.330 15.202
H -2.398 -24.132 15.620
C -2.466 -20.049 21.769
C -2.065 -18.869 20.864
C -1.492 -19.575 19.649
O -2.405 -20.631 19.436
C -2.699 -21.167 20.782
H -3.432 -19.828 22.223
H -1.739 -20.372 22.514
H -1.345 -18.209 21.350
H -2.937 -18.241 20.685
H -0.548 -20.047 19.924
H -1.325 -18.873 18.833
H -1.998 -21.966 21.021
H -3.629 -21.726 20.892
C -0.804 -24.525 19.633
C -1.912 -25.387 19.189
C -2.948 -24.337 18.846
O -2.141 -23.215 18.367
C -0.753 -23.443 18.525
H 0.115 -25.102 19.735
H -0.961 -24.051 20.602
H -2.369 -26.054 19.920
H -1.708 -25.970 18.291
H -3.421 -24.053 19.786
H -3.635 -24.723 18.093
H -0.201 -22.590 18.919
H -0.339 -23.836 17.596
C -6.229 -13.586 17.926
C -7.615 -13.533 18.460
C -7.604 -14.062 19.851
O -6.342 -14.709 19.920
C -5.817 -14.885 18.587
H -5.607 -12.701 18.060
H -6.324 -13.671 16.843
H -8.312 -14.090 17.834
H -8.026 -12.527 18.551
H -8.346 -14.851 19.976
H -7.825 -13.285 20.583
H -6.257 -15.773 18.131
H -4.754 -15.115 18.666
Br -6.601 -19.885 11.548
C -7.708 -20.883 12.912
C -8.822 -21.726 12.232
Br -9.661 -23.001 13.480
H -8.021 -20.151 13.656
H -7.002 -21.547 13.410
H -8.295 -22.338 11.500
H -9.572 -21.028 11.860
Br -4.126 -14.575 12.026
C -5.781 -14.759 13.224
C -6.761 -13.682 12.723
Br -8.354 -13.672 13.924
H -5.394 -14.570 14.225
H -6.259 -15.737 13.157
H -7.176 -13.893 11.737
H -6.388 -12.665 12.608
Br -12.146 -21.569 21.097
C -10.657 -20.263 20.831
C -9.342 -20.791 21.483
Br -9.555 -20.641 23.504
H -10.986 -19.350 21.327
H -10.654 -20.123 19.750
H -8.521 -20.123 21.223
H -9.169 -21.807 21.129
*
```

Frontier orbital gap (alpha / beta)   0.34022 / 0.33716 Eh
Largest force on an atom   5.51 eV/Å

Results of the Löwdin charge analysis, in e, for atoms 1 through 99:
1 Fe 0.7734
2 C -0.6254
3 F 0.1069
4 F 0.0968
5 F 0.1590
6 S 0.5386
7 O -0.3015
8 O -0.2771
9 O -0.3523
10 C -0.5706
11 F 0.1345
12 F 0.0972
13 F 0.1249
14 S 0.7740
15 O -0.2671
16 O -0.3413
17 N -0.3127
18 S 0.6668
19 O -0.2889
20 O -0.2758
21 C -0.6352
22 F 0.1159
23 F 0.0855
24 F 0.1164
25 C -1.4915
26 Cl 0.5823
27 Cl 0.5005
28 Cl 0.5202
29 H 0.0087
30 C -1.5617
31 Cl 0.4723
32 Cl 0.5644
33 Cl 0.4990
34 H -0.0231
35 C -0.1661
36 C -0.1574
37 C -0.1510
38 O -0.2438
39 C -0.1391
40 H 0.1192
41 H 0.1285
42 H 0.1115
43 H 0.1273
44 H 0.0960
45 H 0.1035
46 H 0.1346
47 H 0.1283
48 C -0.1372
49 C -0.1372
50 C -0.1890
51 O -0.2296
52 C -0.1413
53 H 0.1157
54 H 0.1178
55 H 0.1195
56 H 0.0958
57 H 0.1278
58 H 0.1329
59 H 0.1047
60 H 0.1244
61 C -0.1588
62 C -0.1759
63 C -0.1543
64 O -0.2385
65 C -0.1462
66 H 0.1231
67 H 0.1137
68 H 0.1270
69 H 0.1251
70 H 0.1232
71 H 0.1239
72 H 0.1255
73 H 0.1282
74 C -0.1600
75 C -0.2113
76 C -0.2106
77 O -0.1320
78 C -0.1940
79 H 0.1206
80 H 0.0910
81 H 0.1151
82 H 0.1144
83 H 0.1153
84 H 0.1182
85 H 0.0945
86 H 0.1041
87 Br 0.5708
88 C -0.6397
89 C -0.6447
90 Br 0.6233
91 H 0.0471
92 H 0.0107
93 H 0.0457
94 H 0.0607
95 Br 0.5330
96 C -0.5923
97 C -0.6722
98 Br 0.5701
99 H 0.0301